ORCA calculation (ωB97M-V/def2-TZVPD) on 4 unconnected molecules or ions with the total composition C13H34NO5PS at a distorted geometry.

Properties
- SMILES string = NC(=O)O[PH2]=S.CCOCC.CCOCC.CCOCC
- E_LUMO (eV) = 0.4

CARTESIAN COORDINATES (ANGSTROEM)
C 4.75067 -1.48273 1.57433
C -1.22894 0.19292 -0.80267
C -2.31618 -1.09168 -3.26288
H -3.18409 2.98242 -0.44448
C -2.97279 -2.50836 2.74831
O -2.10372 0.82358 -1.73278
O -4.42940 5.11077 -1.00798
H 2.76623 -1.95529 0.92847
S -2.78252 4.76670 1.58215
H 1.08549 -2.67324 4.19510
C -2.01227 0.38614 -3.08198
C 0.23363 -2.01478 4.38721
C 4.81090 -0.49826 -1.23398
H 6.28991 -1.35105 -2.55561
C -4.18622 6.38198 -1.59221
H 0.86372 -0.09681 -0.37100
H -3.75351 -3.24378 2.95929
H 4.67542 -2.08352 -2.69574
C -0.24021 -1.37028 3.09597
H -1.35526 -3.86557 3.24319
H 0.50055 -0.07112 -2.09846
H 4.46825 -0.54377 2.05871
H 4.53194 0.27943 -1.94906
C 3.75713 -1.83501 0.48059
H -1.06507 -0.67443 3.28173
H -2.91637 6.07349 -3.14828
H -3.31660 -1.32487 -2.88563
H 0.49400 1.43629 -1.18780
H -2.88441 -1.85718 3.61948
H 5.54892 -0.04897 -0.56213
N -2.99735 6.75290 -2.36131
H -1.42799 0.64920 0.17161
C 0.24118 0.37324 -1.13571
H -1.80368 4.73262 -1.00546
H -2.26659 -1.36370 -4.32048
H 5.71180 -2.47822 -1.32709
H -1.03157 0.63959 -3.49650
H 0.57672 -0.77433 2.67842
H -1.48398 -0.86701 -0.70424
H -3.27787 7.63142 -2.84408
H -0.54690 -2.61858 4.85393
H 4.77841 -2.27139 2.33025
O -0.60880 -2.31111 2.09394
O 3.62985 -0.82906 -0.51625
H 0.53884 -1.24862 5.10406
H -2.74514 0.96735 -3.64732
H -3.29246 -1.88693 1.90606
H 4.00464 -2.79593 0.01747
O -5.10135 7.24232 -1.46791
H -1.60827 -1.72262 -2.72304
C 5.40757 -1.67066 -1.99500
C -1.66195 -3.20623 2.42521
P -3.01593 4.41682 -0.31486
H -1.81070 -3.84696 1.55268
H 5.76232 -1.35710 1.18374


ORCA calculation (ωB97M-V/def2-TZVPD) on 2 unconnected molecules or ions with the total composition C13H35FNO3SSi3.

Properties
- E_LUMO (eV) = 2.2
- net charge = -1

CARTESIAN COORDINATES (ANGSTROEM)
H 2.60824 -1.32790 -3.50280
H 0.64966 -4.17884 -0.92738
H 2.06050 1.83764 3.45992
H -3.82679 2.01019 3.13511
H -1.16456 1.97981 -0.15483
H -3.15862 -0.87491 1.97454
H 1.16004 3.35334 3.38739
H 2.56634 0.00765 -7.15573
H 1.70242 -1.89026 -1.38987
H 2.79149 -2.30422 -6.48556
C 1.43670 2.52157 4.04279
O 2.33842 -1.66169 -5.92809
H 1.21353 -0.26509 5.67734
Si -0.37770 -1.24640 -2.67767
C -1.11239 2.95541 5.57001
C 2.88482 -0.36762 -6.17470
C 0.54645 0.50033 6.08439
H -2.93949 -0.15245 0.36456
H 1.09532 1.06490 6.84464
H -2.05937 2.53879 5.92533
H -0.57631 -4.68380 0.23448
C 2.41962 0.59672 -5.09935
S -1.13868 0.74093 -2.91154
H -2.81708 3.35504 2.59735
H -2.25073 -4.31192 -1.33223
Si -1.69440 1.14777 2.15802
H 3.88736 -0.59260 -2.46707
H -1.63757 -1.10807 1.11406
C -1.71331 -2.30007 -1.88005
C -2.43899 -0.38811 1.31030
C -3.16288 2.35039 2.33524
H -1.34862 3.78260 4.89323
H -0.57661 3.37029 6.43010
F -0.85139 -4.34350 -2.75635
O 1.96846 0.05450 -2.11541
H 2.47268 1.61536 -5.48970
H 1.37409 0.39377 -4.83613
H 3.98100 -0.40193 -6.15400
N -0.93161 0.71103 3.55638
H -0.26317 2.92190 1.04860
C -1.35186 -3.73891 -1.57463
H 0.04854 -1.80897 -3.97640
H -3.74800 2.42908 1.41297
C 2.95209 -0.41003 -3.00844
H -0.16141 -2.97840 0.08757
Si -0.10666 1.60055 4.67968
H -2.40459 0.34486 -3.11384
H 2.04346 2.92668 4.85927
C -0.30562 -3.90245 -0.47660
H 0.26593 1.29318 0.63201
C -0.61708 1.91959 0.79149
H -2.59001 -2.26373 -2.53745
H -2.01181 -1.81765 -0.94454
C 1.12704 -0.97193 -1.57224
H -0.28685 -0.01297 6.57276
H 0.79288 -0.61017 -0.59497
O 3.23706 0.59073 -3.94198


ORCA calculation (ωB97M-V/def2-TZVPD) on 7 unconnected molecules or ions with the total composition C13H35N5O14 at a distorted geometry.

Properties
- SMILES string = C[N+](=O)[O-].C[N+](=O)[O-].C[N+](=O)[O-].C[N+](=O)[O-].C[N+](=O)[O-].COCCOC.COCCOC
- E_LUMO (eV) = -0.2

CARTESIAN COORDINATES (ANGSTROEM)
O 13.10448 12.61848 14.26542
C 9.06633 16.88844 6.63170
O 12.64248 15.93586 7.98638
O 12.10893 7.56072 9.24987
H 8.30123 12.45258 5.85232
C 16.65335 10.23472 9.94021
H 14.09499 8.40364 12.44490
H 14.43852 13.79068 7.08877
O 8.97857 13.71078 13.03385
H 5.91140 17.11678 5.98063
H 10.84178 10.90548 9.98901
C 9.43027 15.36416 6.96186
H 12.89267 9.56714 12.26648
O 8.48604 14.45854 6.28167
H 15.04546 13.18294 11.73223
C 8.67505 13.12932 6.62068
O 12.88630 6.23402 10.72448
H 9.47688 17.08548 5.64138
H 8.22742 12.88234 7.58334
N 9.60433 13.37832 12.08759
C 6.91067 16.91744 5.59358
O 13.57212 12.29530 9.01041
C 8.87648 13.26090 10.78476
H 13.83091 14.33800 12.26283
C 16.53413 10.09918 7.62924
C 14.02293 14.68110 6.61706
H 16.42269 9.43470 6.77242
H 15.83571 10.90354 7.39833
O 11.49263 12.17170 8.15916
O 7.67424 17.14408 6.75460
H 9.28408 15.25276 8.03626
H 6.95581 15.89570 5.21656
O 16.11459 9.51590 8.85134
O 14.60538 10.13218 11.20156
H 12.45779 10.01397 9.78039
N 12.37013 11.90894 8.94692
N 13.69931 15.88048 7.39335
H 7.81705 13.50690 10.85692
H 14.98416 7.62908 9.60194
O 10.82378 13.14280 12.15918
H 16.45444 10.69102 12.11232
O 14.50994 16.78715 7.51839
H 10.46560 15.14112 6.70407
H 14.65823 5.86408 9.12126
C 14.34701 6.90822 9.08958
H 9.60235 17.59050 7.27036
H 14.25414 9.91768 13.30367
H 7.08313 17.59226 4.75514
H 13.35367 12.76306 11.66801
H 9.41858 13.94292 10.12972
H 13.12785 14.31564 6.11370
H 14.20541 7.30018 8.08239
C 14.10131 13.28210 12.26781
H 12.26362 11.36300 10.93094
H 16.54012 11.31348 9.83275
O 15.35237 12.76314 14.11174
C 13.97663 9.48244 12.34364
H 17.52523 10.55202 7.60159
N 13.00890 6.89662 9.73341
H 14.72592 15.12090 5.90961
C 16.01693 10.06274 11.33647
C 11.93095 10.94710 9.97991
H 17.73420 10.10340 9.99132
H 16.22470 9.05426 11.69404
H 8.96010 12.20514 10.52691
H 9.75556 13.00432 6.55008
N 14.21119 12.81110 13.67712


ORCA calculation (ωB97M-V/def2-TZVPD) on a molecular structure, C13H36AlBe2Br3Cl2IN4NbO10P2 at a distorted geometry.

Properties
- E_LUMO (eV) = -10.1
- net charge = +2

CARTESIAN COORDINATES (ANGSTROEM)
H -6.49772 -3.57110 5.23168
C -0.06427 -0.66070 -4.00668
H 4.65765 6.42809 -3.58170
Br -4.96022 -2.32204 6.69996
H 2.97326 -0.66890 5.81849
O 2.03144 -0.54825 1.86611
I -3.79204 0.42435 -4.69182
H -5.32350 -5.67068 4.87535
C -1.89456 -0.19149 -0.73698
O -4.34634 -1.65230 2.33586
H 3.52151 7.52483 -0.77251
Br -2.95856 -5.05111 5.22475
P 2.37332 -0.19600 3.29332
O 1.27714 -1.41612 3.97199
H 1.22439 0.68149 -1.38263
C 3.02117 6.06454 -2.25234
Br -0.17790 -3.93809 -5.16803
H 3.11342 5.92524 -0.12858
C -0.12181 0.56547 -3.06601
O -2.48147 0.54897 3.66612
H 3.07260 6.32736 -4.36749
H 0.52657 -2.72605 2.52634
N -0.68883 0.56489 -0.60562
O 3.43728 1.10470 2.78404
C -0.17282 -0.32240 -5.53012
O -1.07656 1.93536 4.45349
Nb -2.13688 -0.80250 -6.57069
H -3.86594 -1.10178 1.70028
H -3.24313 1.21014 -0.98829
H 4.68395 6.17476 -0.91208
Be 0.92131 -2.73271 -1.60288
H -3.65269 -1.32041 -7.47784
C -4.87980 -4.94326 5.55261
Be 1.30859 -1.68891 5.71359
O 2.09774 5.27651 -2.31571
P -2.23873 -3.10750 -5.41806
H -1.23230 -1.64781 -7.90741
H 4.69479 -1.10149 5.62374
H -2.85780 -1.75703 -1.22050
C 3.60352 6.69363 -3.48987
O 3.62965 -1.10565 3.87141
C 1.22070 -2.74109 3.36163
H -1.16042 0.94331 -2.98569
Cl 4.70604 1.09348 4.85029
N -1.55381 0.81393 4.44358
C 3.62850 6.45091 -0.93123
C 0.27771 0.15050 -1.60319
H 0.01044 0.74976 -5.71832
H 0.50163 -0.96064 -1.55294
N -1.91511 -1.37493 -1.20475
Cl -1.32678 2.58900 -6.17961
C 3.68689 -1.31446 5.26455
H 3.45527 -2.38415 5.47149
H -2.82675 -3.83934 -3.46683
H 3.49561 7.77811 -3.44208
H -3.89696 -0.12688 -0.37035
H 0.51687 1.40592 -3.39075
H 0.61617 -0.85944 -6.10857
H 5.38003 0.34285 2.63276
O -2.92832 -2.98516 -3.93272
H -5.04246 -5.26163 6.57811
O -1.11983 -0.07324 5.19093
C -5.40982 -3.56290 5.26941
H -5.02237 -3.13723 4.34805
H -0.79300 -1.39935 -3.63141
H 0.94144 -1.12134 -3.85440
Al -0.39235 4.10861 -4.36191
H 4.99084 1.70425 1.58928
H -2.17466 0.68043 -7.63121
H 2.20397 -3.07180 3.03289
H 4.35109 0.09719 1.19642
N -3.07617 0.47081 -0.30134
H 0.84487 -3.45289 4.10424
H -0.30171 0.30529 0.30755
C 4.60703 0.77609 2.01081


ORCA calculation (ωB97M-V/def2-TZVPD) on a molecular structure, C13H36As5F30N3O3 at a distorted geometry.

Properties
- E_LUMO (eV) = 1.8
- net charge = -2

CARTESIAN COORDINATES (ANGSTROEM)
F 1.13523 4.65830 -1.01004
C 2.58251 0.17613 1.27143
As 0.49671 4.40665 3.34911
C 1.43935 -1.52997 -4.21380
F -5.13852 3.51272 0.49552
H -1.71827 -2.63949 -3.07872
H 5.17226 -2.79010 1.79861
F -2.99312 -4.86771 0.95834
As -6.14464 2.60541 -0.78891
H -3.60318 1.36723 0.03066
C -1.53891 2.70506 -0.64391
N -2.88377 0.68686 0.22975
F 0.79998 2.64786 2.86886
H 0.85596 -1.11188 -5.03413
H 2.25655 0.18253 0.23133
F 0.15704 6.05590 3.95195
F -5.93510 4.16432 -1.69557
H 5.72635 1.52039 1.01326
C -2.95359 0.29500 1.70500
F -1.71671 -3.86992 -1.05697
H 4.22137 1.83012 0.06075
H -2.75814 1.19435 2.28901
C -0.94260 -1.88092 -3.18365
H 3.31080 -3.87405 0.82930
H -0.52428 2.99883 -0.91287
N 0.41638 -2.52445 -3.49144
F -3.25865 -1.79891 -0.89908
H -3.94664 -0.08233 1.94910
O 0.65561 0.41675 -3.18275
C 4.53531 -2.44514 0.98412
H 5.52709 0.07062 3.02716
H 2.26129 -2.16339 -4.54741
H 4.95993 -2.96670 0.12635
H -1.19719 -1.11779 -3.91911
F 0.45878 3.39444 -3.08850
F 3.05320 3.05325 -3.65994
F -1.30037 4.07989 3.37494
As 2.02583 3.82157 -2.35692
H 2.28375 1.14020 1.68303
H 1.16329 -4.05108 -4.72726
H 5.86881 -0.76138 0.59703
C 4.79811 -0.96554 0.59553
O 3.23735 -2.97326 1.15301
H 4.37763 2.24638 1.85307
H -0.47337 -3.32546 -5.23390
F -7.11650 1.78521 -2.07031
F 3.55291 4.26025 -1.55446
F -4.72919 1.76418 -1.41311
F 2.09431 2.24015 -1.48082
F 0.69375 3.97983 5.05167
F -2.25351 -3.19134 6.26000
H 2.59736 0.27805 -3.90218
As -3.50831 -2.66444 5.03851
C -1.49601 1.27519 -0.12560
H 2.32593 -0.56031 -2.43905
C 1.05595 -2.97338 -2.14237
H 4.02050 -1.02875 3.15247
H -3.09688 -0.13242 -0.32113
F -1.74054 -2.68039 1.06634
C 4.63792 1.57464 1.03509
H -0.34477 -4.47239 -3.83035
H 0.90668 1.14211 -2.60618
H 0.46046 -3.85223 -1.89513
H -0.77161 -1.41945 -2.21107
H 0.88522 -2.17241 -1.42306
H 4.03366 0.74024 3.52929
C 0.16154 -3.72766 -4.44446
F -7.67670 3.36620 -0.14236
F -4.23678 -4.07486 -1.06629
F -2.69502 -3.80203 3.78773
O -0.43544 0.77764 0.29125
F -2.33927 -1.31717 4.50425
H 2.10154 -3.25757 -2.26104
F -4.58935 -4.04511 5.62220
H 2.15507 -0.69080 1.77526
C 4.45054 -0.05624 2.91290
H -2.22734 -0.47541 1.96412
F 2.30405 4.64342 3.23889
H -1.85847 3.32910 0.19069
F 0.23166 4.87924 1.58432
C 1.83671 -0.30030 -3.37775
F 2.10275 5.35589 -3.26308
As -3.02563 -3.34855 0.01886
F -4.81755 -2.19601 3.93417
F -6.35653 1.20651 0.35608
H 4.50147 -0.67758 -0.41303
F -4.12749 -1.52001 6.29371
F -4.28774 -2.63570 1.08955
N 4.09923 0.17084 1.41467
H -2.22799 3.01252 -1.43051


ORCA calculation (ωB97M-V/def2-TZVPD) on 4 unconnected molecules or ions with the total composition C13H36B2O7S.

Properties
- SMILES string = CB(O)BS.COCCOC.COCCOC.COCCOC
- E_LUMO (eV) = 0.1

CARTESIAN COORDINATES (ANGSTROEM)
H -1.04605 1.51784 1.68195
H 6.29819 -6.42593 -1.28040
C 1.17863 -3.79977 -0.54769
H 5.89924 -7.55826 -2.59438
H -0.73247 5.10381 1.01220
H -5.26142 2.99673 0.31205
S -2.29479 3.03658 3.30221
H -4.44800 4.39905 -0.40381
H 2.15355 -1.27661 0.43573
C 1.76111 3.41350 2.46483
C -5.81955 3.97917 2.45182
H 0.48404 -0.12827 -0.97589
C 4.97728 -5.01302 -3.02123
H 1.66281 -1.16696 2.14103
H -6.63221 5.42682 -0.92832
H -1.00566 -2.78996 -0.86298
H -6.74457 3.44059 2.23239
O 6.25459 -5.60135 -3.19253
H 5.71886 -3.02365 -2.70623
H 4.29346 -5.71789 -2.53522
H 0.58858 -4.66936 -0.85783
H -1.21627 -0.34810 -0.52513
C 6.80441 -3.65965 -0.63010
H -8.98400 5.52761 -0.27142
H 7.55720 -6.94528 -2.42511
H -9.32478 4.34666 1.01025
H -5.03906 3.25947 2.71502
H 6.97443 -2.57739 -0.65115
O -5.40020 4.77881 1.35769
O 0.98474 -2.71195 -1.43139
H 1.89791 2.44996 2.95574
C -8.53127 4.85704 0.46741
H 2.47925 3.49230 1.64180
C -6.55420 4.35033 -0.73994
H -7.93966 5.45179 1.16811
C 1.47359 -0.78787 1.13816
H 4.57906 -4.78568 -4.01444
O 0.17322 4.88704 1.25068
H -6.41820 3.84702 -1.70198
C -0.22886 -0.82047 -0.51362
C -0.28758 -2.10034 -1.31984
H 2.23674 -4.05659 -0.58580
C 6.50483 -6.68663 -2.32170
H 1.66763 0.29134 1.12638
B 0.31758 3.69526 1.91363
H -5.98771 4.64992 3.29297
O -7.75010 3.86053 -0.16255
H 7.46560 -4.13445 -1.35960
H 0.91521 -3.54277 0.48128
O 5.44644 -3.96549 -0.87867
H 7.04095 -4.03225 0.36510
C 5.04208 -3.73283 -2.21761
H 2.02763 4.20482 3.17299
O 0.11848 -1.05856 0.83730
H -0.63636 -1.86725 -2.33040
B -0.96030 2.60425 2.16461
H 4.04495 -3.28187 -2.18829
H -2.43232 4.32468 2.95174
C -5.34660 4.07356 0.13015


Question: Which formula does entry 4 have?
Answer: C13H36AlBe2Br3Cl2IN4NbO10P2


What did the first record say?
ORCA calculation (ωB97M-V/def2-TZVPD) on 4 unconnected molecules or ions with the total composition C13H34NO5PS at a distorted geometry.

Properties
- SMILES string = NC(=O)O[PH2]=S.CCOCC.CCOCC.CCOCC
- E_LUMO (eV) = 0.4

CARTESIAN COORDINATES (ANGSTROEM)
C 4.75067 -1.48273 1.57433
C -1.22894 0.19292 -0.80267
C -2.31618 -1.09168 -3.26288
H -3.18409 2.98242 -0.44448
C -2.97279 -2.50836 2.74831
O -2.10372 0.82358 -1.73278
O -4.42940 5.11077 -1.00798
H 2.76623 -1.95529 0.92847
S -2.78252 4.76670 1.58215
H 1.08549 -2.67324 4.19510
C -2.01227 0.38614 -3.08198
C 0.23363 -2.01478 4.38721
C 4.81090 -0.49826 -1.23398
H 6.28991 -1.35105 -2.55561
C -4.18622 6.38198 -1.59221
H 0.86372 -0.09681 -0.37100
H -3.75351 -3.24378 2.95929
H 4.67542 -2.08352 -2.69574
C -0.24021 -1.37028 3.09597
H -1.35526 -3.86557 3.24319
H 0.50055 -0.07112 -2.09846
H 4.46825 -0.54377 2.05871
H 4.53194 0.27943 -1.94906
C 3.75713 -1.83501 0.48059
H -1.06507 -0.67443 3.28173
H -2.91637 6.07349 -3.14828
H -3.31660 -1.32487 -2.88563
H 0.49400 1.43629 -1.18780
H -2.88441 -1.85718 3.61948
H 5.54892 -0.04897 -0.56213
N -2.99735 6.75290 -2.36131
H -1.42799 0.64920 0.17161
C 0.24118 0.37324 -1.13571
H -1.80368 4.73262 -1.00546
H -2.26659 -1.36370 -4.32048
H 5.71180 -2.47822 -1.32709
H -1.03157 0.63959 -3.49650
H 0.57672 -0.77433 2.67842
H -1.48398 -0.86701 -0.70424
H -3.27787 7.63142 -2.84408
H -0.54690 -2.61858 4.85393
H 4.77841 -2.27139 2.33025
O -0.60880 -2.31111 2.09394
O 3.62985 -0.82906 -0.51625
H 0.53884 -1.24862 5.10406
H -2.74514 0.96735 -3.64732
H -3.29246 -1.88693 1.90606
H 4.00464 -2.79593 0.01747
O -5.10135 7.24232 -1.46791
H -1.60827 -1.72262 -2.72304
C 5.40757 -1.67066 -1.99500
C -1.66195 -3.20623 2.42521
P -3.01593 4.41682 -0.31486
H -1.81070 -3.84696 1.55268
H 5.76232 -1.35710 1.18374


Question: Which of these has the lowest E_LUMO?
Answer: C13H36AlBe2Br3Cl2IN4NbO10P2


Question: Number 4 is which compound?
Answer: C13H36AlBe2Br3Cl2IN4NbO10P2